[1]
C39H33N2O3P2PdS2 as an isolated structure in a non-equilibrium geometry, computed with wB97M-V/def2-TZVPD.

Geometry (Å):
1 Pd 0.6213 0.3522 1.1300
2 O -0.5312 2.0424 0.1373
3 P -0.2321 2.4979 -1.2617
4 C -0.4585 1.1577 -2.5116
5 P -1.1334 -0.3422 -1.6924
6 O -0.1395 -0.9313 -0.7453
7 C -2.7060 0.1467 -0.9380
8 C -2.9837 -0.2181 0.3739
9 C -4.2140 0.1144 0.9218
10 C -5.1400 0.8410 0.1858
11 C -4.8563 1.2103 -1.1194
12 C -3.6476 0.8443 -1.6890
13 C -1.5589 -1.5155 -2.9923
14 C -1.8104 -1.1641 -4.3143
15 C -2.1364 -2.1492 -5.2341
16 C -2.2217 -3.4740 -4.8338
17 C -1.9631 -3.8267 -3.5161
18 C -1.6289 -2.8492 -2.5935
19 C -1.3769 3.8111 -1.7092
20 C -2.2857 4.2224 -0.7395
21 C -3.2386 5.1791 -1.0534
22 C -3.2875 5.7190 -2.3311
23 C -2.3750 5.3138 -3.2969
24 C -1.4195 4.3600 -2.9897
25 C 1.4897 3.0138 -1.4654
26 C 1.8169 4.2914 -1.9091
27 C 3.1485 4.6627 -2.0279
28 C 4.1462 3.7652 -1.6827
29 C 3.8215 2.4919 -1.2335
30 C 2.4953 2.1047 -1.1388
31 H 0.5153 0.8857 -2.9203
32 H -1.1093 1.4891 -3.3207
33 H -2.2393 -0.7544 0.9516
34 H -4.4680 -0.2038 1.9243
35 H -6.0907 1.1115 0.6275
36 H -5.5773 1.7705 -1.7005
37 H -3.4391 1.1004 -2.7223
38 H -1.7417 -0.1314 -4.6328
39 H -2.3234 -1.8777 -6.2646
40 H -2.4886 -4.2363 -5.5538
41 H -2.0200 -4.8622 -3.2084
42 H -1.4006 -3.1079 -1.5670
43 H -2.2513 3.7763 0.2468
44 H -3.9489 5.5050 -0.3047
45 H -4.0407 6.4550 -2.5795
46 H -2.4152 5.7421 -4.2897
47 H -0.7067 4.0381 -3.7411
48 H 1.0292 4.9911 -2.1592
49 H 3.4050 5.6488 -2.3915
50 H 5.1846 4.0581 -1.7664
51 H 4.6043 1.7968 -0.9599
52 H 2.2563 1.0925 -0.8282
53 C 5.4206 -8.4753 5.5640
54 C 4.3782 -7.9751 4.6166
55 O 3.1987 -7.9777 4.7945
56 S 5.1511 -7.3173 3.0879
57 C 4.0983 -5.9971 2.5661
58 C 4.7563 -4.9017 1.9878
59 C 4.0547 -3.7655 1.6715
60 C 2.6705 -3.6884 1.9386
61 C 2.0074 -4.8276 2.4296
62 C 2.7096 -5.9746 2.7295
63 C 2.0063 -2.4730 1.7548
64 C 1.4791 -1.3489 1.6545
65 H 4.9442 -9.0261 6.3722
66 H 5.9490 -7.6163 5.9795
67 H 6.1497 -9.1020 5.0504
68 H 5.8255 -4.9523 1.8288
69 H 4.5593 -2.9047 1.2557
70 H 0.9385 -4.7990 2.5904
71 H 2.1938 -6.8375 3.1130
72 S 1.8941 2.1947 2.4236
73 C 0.3679 2.5540 3.0079
74 N 0.0958 3.8180 3.4773
75 C -1.1510 4.1995 3.8329
76 C -2.1433 3.2714 3.8457
77 C -1.7903 1.9538 3.4965
78 N -0.6016 1.6164 3.0559
79 H 0.8595 4.4779 3.4893
80 H -1.2887 5.2329 4.1159
81 H -3.1560 3.5337 4.1090
82 H -2.5052 1.1488 3.5909

Force components x, y, z for each atom (eV/Å):
Pd 0.41 -0.93 -0.05
O 0.04 -0.21 0.11
P 0.30 -0.05 -0.29
C -0.24 -0.12 0.52
P -0.06 0.16 -0.31
O -0.24 0.10 0.11
C 0.26 -0.04 -0.17
C -0.02 0.01 -0.03
C -0.03 0.00 0.09
C -0.01 -0.01 0.04
C 0.00 0.05 -0.14
C 0.06 0.01 0.03
C 0.13 0.15 0.12
C 0.02 -0.05 0.09
C -0.05 0.08 -0.07
C -0.01 -0.04 -0.02
C -0.03 0.02 0.03
C 0.01 -0.01 -0.07
C 0.16 -0.11 -0.02
C -0.01 0.00 0.03
C -0.05 0.09 -0.06
C 0.02 -0.03 0.06
C -0.01 0.03 -0.09
C -0.01 -0.06 0.04
C -0.42 0.14 -0.10
C -0.05 -0.01 0.05
C -0.02 0.01 -0.02
C 0.05 0.05 0.02
C -0.02 -0.05 0.00
C 0.10 -0.02 -0.15
H -0.02 -0.06 -0.05
H 0.03 0.11 0.02
H -0.01 -0.03 -0.02
H 0.06 0.01 0.06
H 0.00 -0.03 0.00
H -0.01 -0.01 0.01
H -0.04 0.04 0.00
H -0.02 -0.02 -0.06
H -0.01 -0.03 0.00
H 0.02 0.00 0.00
H 0.00 0.00 -0.01
H -0.01 -0.04 -0.01
H 0.02 -0.02 -0.02
H 0.00 -0.03 0.01
H 0.01 0.02 0.01
H 0.02 -0.01 0.00
H -0.03 0.03 -0.04
H 0.07 0.05 0.01
H -0.01 0.01 0.03
H 0.00 -0.01 0.00
H -0.01 -0.01 -0.03
H -0.06 0.02 0.09
C 0.00 -0.10 0.20
C -0.16 0.19 -0.42
O 0.06 0.04 0.19
S 0.05 0.06 -0.02
C -0.01 -0.12 0.17
C 0.02 -0.03 -0.03
C 0.13 -0.10 0.07
C -0.05 0.32 -0.13
C 0.01 -0.19 0.06
C -0.05 0.02 -0.02
C 0.19 -0.46 0.17
C -0.28 0.76 -0.27
H -0.01 -0.04 -0.06
H 0.04 0.00 -0.04
H 0.01 0.02 -0.02
H 0.00 0.05 0.02
H -0.01 0.02 0.02
H 0.00 0.08 -0.01
H 0.00 -0.04 0.05
S -0.16 0.15 0.04
C 0.91 0.21 0.01
N -0.43 -0.08 -0.03
C 0.05 -0.17 0.08
C -0.25 0.20 0.01
C 0.45 0.04 -0.22
N -0.76 0.09 0.51
H 0.05 -0.01 -0.08
H 0.03 0.02 0.00
H 0.04 0.01 0.09
H -0.16 -0.05 -0.10

Calculated values
* energy: -93823.54077 eV
* multiplicity: 3
* HOMO level (spin up / spin down): -0.3442 / -0.3711 hartree
* charge: +1
* relative energy (zero: lowest compared OMol25 entry of this formula, charge and spin): 66.14 kJ/mol
* LUMO energy (spin up / spin down): -2.561 / -4.626 eV
* expectation value of S²: 2.03

***

[2]
C39H33N5O2S6V as an isolated structure in a non-equilibrium geometry, computed with wB97M-V/def2-TZVPD.

Geometry (Å):
1 V -0.2750 -0.0564 0.3189
2 O 1.5829 -0.1027 -0.3249
3 C 2.1210 -0.9938 -1.2146
4 C 1.0447 -2.0075 -1.6950
5 C 0.3671 -2.7933 -0.6128
6 C 0.4493 -4.1756 -0.5736
7 C -0.2363 -4.8833 0.4050
8 C -0.9855 -4.1723 1.3299
9 C -1.0283 -2.7913 1.2582
10 C -1.7042 -1.9733 2.3166
11 C -0.6476 -1.1335 3.1140
12 O -0.1458 -0.1263 2.3380
13 C 0.4434 -2.1342 3.5426
14 C 1.6370 -2.1755 2.8339
15 C 2.5880 -3.1515 3.1066
16 C 2.3607 -4.0877 4.1058
17 C 1.1763 -4.0412 4.8332
18 C 0.2248 -3.0719 4.5494
19 C -1.2688 -0.4879 4.3627
20 C -2.6354 -0.3406 4.5577
21 C -3.1275 0.3613 5.6547
22 C -2.2570 0.9244 6.5756
23 C -0.8844 0.7858 6.3876
24 C -0.4038 0.0905 5.2924
25 N -0.3679 -2.1099 0.2957
26 C 3.3248 -1.7206 -0.5676
27 C 3.8623 -2.9078 -1.0604
28 C 4.9721 -3.4942 -0.4679
29 C 5.5801 -2.8947 0.6270
30 C 5.0585 -1.7069 1.1214
31 C 3.9414 -1.1325 0.5320
32 C 2.7159 -0.2485 -2.4335
33 C 3.0754 1.0850 -2.2685
34 C 3.6753 1.7943 -3.2962
35 C 3.9266 1.1824 -4.5165
36 C 3.5565 -0.1405 -4.7001
37 C 2.9563 -0.8482 -3.6658
38 H 1.4577 -2.7169 -2.4114
39 H 0.2829 -1.4188 -2.2170
40 H 1.0535 -4.6844 -1.3141
41 H -0.1813 -5.9646 0.4494
42 H -1.5160 -4.6729 2.1304
43 H -2.2465 -2.6431 2.9885
44 H -2.4177 -1.2689 1.8739
45 H 1.7915 -1.4460 2.0475
46 H 3.5017 -3.1812 2.5227
47 H 3.1008 -4.8516 4.3167
48 H 0.9925 -4.7638 5.6209
49 H -0.6993 -3.0401 5.1184
50 H -3.3340 -0.7379 3.8338
51 H -4.1980 0.4801 5.7760
52 H -2.6421 1.4713 7.4287
53 H -0.1891 1.2386 7.0850
54 H 0.6643 0.0084 5.1276
55 H 3.4190 -3.3850 -1.9257
56 H 5.3655 -4.4228 -0.8662
57 H 6.4480 -3.3495 1.0902
58 H 5.5183 -1.2287 1.9793
59 H 3.5099 -0.2167 0.9166
60 H 2.8296 1.5738 -1.3358
61 H 3.9034 2.8442 -3.1536
62 H 4.3593 1.7448 -5.3353
63 H 3.6955 -0.6142 -5.6643
64 H 2.6637 -1.8753 -3.8483
65 C 2.1581 3.0119 2.5820
66 C 0.7034 2.9298 2.8506
67 N 0.1271 3.1198 3.9961
68 N -1.1895 2.8444 3.7406
69 C -1.4392 2.4632 2.4745
70 S -2.8686 1.9666 1.7764
71 N -0.2059 2.5754 1.8992
72 N 0.0863 2.0921 0.6226
73 H 2.6635 3.3577 3.4803
74 H 2.3690 3.6951 1.7572
75 H 2.5393 2.0228 2.3145
76 H -1.8458 2.7571 4.4962
77 H -0.2443 2.7464 -0.1120
78 H 1.0978 2.0525 0.5091
79 S 0.7006 0.8532 -7.0744
80 C 0.2375 1.2830 -5.5198
81 S 0.7000 2.7279 -4.7398
82 C 0.0132 2.4625 -3.1396
83 C -0.6556 1.2841 -3.0195
84 S -1.6338 0.6283 -1.7144
85 S -0.6767 0.2951 -4.4717
86 S 0.2764 3.7831 -2.0390

Force components x, y, z for each atom (eV/Å):
V -0.87 0.86 0.07
O 0.54 -0.13 -0.08
C 0.06 0.04 0.03
C 0.03 0.03 -0.10
C -0.14 0.26 0.11
C -0.01 -0.23 0.14
C 0.01 0.21 -0.05
C 0.03 -0.22 -0.02
C 0.23 0.29 -0.15
C -0.03 0.01 0.08
C 0.09 -0.06 0.06
O 0.13 -0.07 0.20
C -0.03 -0.01 0.03
C 0.01 0.00 0.00
C 0.02 -0.03 -0.01
C -0.03 -0.01 0.02
C 0.03 -0.01 0.00
C 0.00 0.02 -0.02
C 0.00 -0.01 -0.02
C 0.00 0.02 0.00
C -0.01 0.00 -0.01
C 0.00 0.00 0.00
C 0.00 -0.01 0.02
C 0.02 -0.03 -0.02
N -0.10 -0.90 -0.14
C -0.04 -0.05 0.00
C -0.04 0.01 0.01
C 0.02 -0.01 0.03
C 0.01 -0.01 -0.03
C 0.03 0.05 -0.05
C 0.04 0.03 0.01
C -0.01 -0.02 0.01
C -0.05 0.00 0.01
C 0.04 0.00 0.00
C 0.01 -0.01 0.00
C -0.03 0.00 -0.02
C 0.05 -0.03 -0.01
H 0.00 0.01 -0.03
H -0.01 0.04 0.04
H -0.02 -0.01 0.02
H 0.01 0.02 0.00
H 0.01 -0.01 -0.02
H -0.02 -0.01 -0.01
H 0.05 0.01 -0.02
H -0.02 -0.01 0.02
H -0.08 -0.02 0.05
H -0.01 0.00 0.00
H 0.00 0.00 0.00
H 0.00 0.00 0.00
H 0.01 0.01 0.01
H 0.01 0.00 0.00
H 0.01 0.00 0.00
H -0.02 0.00 -0.01
H -0.01 0.00 0.00
H 0.00 0.00 -0.01
H 0.00 0.00 0.00
H 0.00 0.00 0.00
H 0.00 0.00 0.00
H 0.01 -0.02 -0.02
H 0.01 -0.01 -0.01
H -0.01 -0.01 0.00
H -0.01 0.00 0.01
H -0.01 0.01 0.01
H 0.00 0.00 0.01
C 0.01 0.03 -0.03
C 0.03 -0.02 -0.03
N -0.02 -0.09 0.08
N -0.07 0.16 0.08
C 0.06 -0.15 0.00
S 0.00 0.04 0.03
N 0.01 0.07 -0.05
N 0.07 0.11 0.03
H 0.00 0.00 0.00
H 0.01 -0.01 0.00
H 0.00 0.01 0.01
H -0.03 -0.01 0.01
H -0.03 -0.08 -0.06
H 0.01 0.04 -0.01
S -0.09 0.05 -0.09
C 0.18 -0.08 0.11
S -0.01 0.02 0.01
C -0.03 0.06 -0.09
C -0.12 -0.07 -0.05
S 0.11 -0.05 -0.12
S 0.03 -0.03 0.04
S -0.01 0.00 0.00

Calculated values
* energy: -143228.57120 eV
* multiplicity: 4
* HOMO level (spin up / spin down): -0.0309 / -0.0373 hartree
* charge: -2
* relative energy (zero: lowest compared OMol25 entry of this formula, charge and spin): 0.00 kJ/mol
* LUMO energy (spin up / spin down): 4.102 / 4.100 eV
* expectation value of S²: 3.76

***

> Number 1 is which compound?

C39H33N2O3P2PdS2

***

> The lowest energy belongs to which entry?

C39H33N5O2S6V